1.
{"formula": "CH3Cl2O2PS", "method": "ωB97M-V/def2-TZVPD", "spin_multiplicity": 3, "homo_energy_ev": [-7.7277, -10.6338], "homo_lumo_gap_ev": [8.299, 7.695], "energy_ha": -1850.21894, "elements": ["Cl", "Cl", "S", "P", "O", "O", "C", "H", "H", "H"], "xyz": [[-3.475, -2.730, -2.763], [-4.697, -1.614, -0.192], [-1.458, -1.250, -0.341], [-4.100, -1.065, -1.927], [-1.100, -2.601, -0.761], [-2.032, -1.167, 0.988], [0.214, -0.354, -0.137], [0.053, 0.641, 0.343], [0.998, -0.870, 0.623], [0.695, -0.043, -1.019]], "lowdin_spin": [0.148, 0.166, 0.345, 0.661, 0.259, 0.243, 0.166, 0.001, 0.010, 0.002]}

---

2.
{"formula": "CH3Cl2OPS", "method": "ωB97M-V/def2-TZVPD", "homo_energy_ev": -9.9177, "homo_lumo_gap_ev": 8.493, "energy_ha": -1774.95215, "relative_energy_kcal_mol": 132.5, "elements": ["Cl", "Cl", "S", "P", "O", "C", "H", "H", "H"], "xyz": [[2.351, -1.616, -0.500], [-2.039, -0.044, 1.294], [-0.888, 1.394, 0.244], [-0.139, -0.008, -1.188], [-1.826, 2.266, -0.521], [0.711, -1.047, 0.157], [-0.006, -1.868, 0.263], [1.018, 1.642, -0.901], [0.818, -0.719, 1.152]], "lowdin_charge": [0.417, 0.130, 0.201, 0.698, -0.624, -0.912, 0.009, 0.088, -0.007]}

---

3.
{"formula": "CH3Cl2P", "method": "ωB97M-V/def2-TZVPD", "homo_energy_ev": [-9.4819, -9.4822], "homo_lumo_gap_ev": [7.135, 7.135], "energy_ha": -1301.57717, "relative_energy_kcal_mol": 65.0, "elements": ["Cl", "Cl", "P", "C", "H", "H", "H"], "xyz": [[1.586, -1.162, 0.211], [2.961, 1.422, -1.070], [0.567, 0.138, -0.808], [-1.094, -0.020, 0.269], [-1.729, 0.728, -0.025], [-1.085, 0.038, 1.337], [-1.206, -1.145, 0.086]], "lowdin_charge": [0.191, -0.324, 0.435, -0.340, -0.026, 0.015, 0.049]}

---

4.
{"formula": "CH3Cl3FNP2S", "method": "ωB97M-V/def2-TZVPD", "homo_energy_ev": -9.9868, "homo_lumo_gap_ev": 9.278, "energy_ha": -2656.06876, "relative_energy_kcal_mol": 5.4, "elements": ["Cl", "Cl", "Cl", "S", "P", "P", "F", "N", "C", "H", "H", "H"], "xyz": [[-1.749, 1.286, -2.770], [-0.895, -0.790, 1.777], [0.278, 2.074, 0.928], [-2.672, -1.778, -1.900], [0.188, 0.189, 0.476], [-1.574, -0.255, -1.587], [-2.091, 1.117, 0.230], [-0.086, -0.296, -1.045], [1.898, -0.359, 0.872], [1.912, -0.353, 1.943], [2.437, 0.518, 0.632], [2.354, -1.353, 0.443]], "lowdin_charge": [0.366, 0.429, 0.467, 0.273, -0.106, -0.166, -0.655, -0.469, -0.263, 0.016, -0.003, 0.111]}

---

5.
{"formula": "CH3Cl3FNP2S", "method": "ωB97M-V/def2-TZVPD", "homo_energy_ev": [-9.5900, -9.4249], "homo_lumo_gap_ev": [6.697, 6.785], "energy_ha": -2656.01255, "relative_energy_kcal_mol": 40.7, "elements": ["Cl", "Cl", "Cl", "S", "P", "P", "F", "N", "C", "H", "H", "H"], "xyz": [[-1.607, 2.713, 0.737], [0.376, 0.887, -2.037], [-0.197, -2.174, -1.207], [-2.632, 0.069, -2.280], [-2.071, 0.739, 0.798], [0.230, -0.348, -0.494], [-2.137, 0.596, 2.442], [-0.541, 0.021, 0.803], [1.919, -0.598, 0.175], [2.598, 0.276, 0.022], [1.651, -0.632, 1.265], [2.410, -1.547, -0.223]], "lowdin_charge": [0.193, 0.304, 0.303, 0.052, 0.319, -0.194, -0.379, -0.500, -0.263, 0.053, 0.054, 0.057]}

---

6.
{"formula": "CH3ClFNS", "method": "ωB97M-V/def2-TZVPD", "homo_energy_ev": -8.5846, "homo_lumo_gap_ev": 8.641, "energy_ha": -1052.80906, "relative_energy_kcal_mol": 41.9, "elements": ["Cl", "S", "F", "N", "C", "H", "H", "H"], "xyz": [[2.408, 0.012, 0.465], [0.524, -0.041, -0.650], [-1.271, -1.432, 0.671], [-0.117, 1.271, 0.242], [-0.628, -1.214, -0.457], [-0.205, 1.244, 1.225], [-0.850, -1.939, -1.242], [0.139, 2.100, -0.255]], "lowdin_charge": [-0.005, 0.662, -0.020, -0.267, -0.511, 0.035, 0.073, 0.032]}

---

7.
{"formula": "CH3ClN2", "method": "ωB97M-V/def2-TZVPD", "homo_energy_ev": -9.2679, "homo_lumo_gap_ev": 10.136, "energy_ha": -609.54491, "relative_energy_kcal_mol": 55.1, "elements": ["Cl", "N", "N", "C", "H", "H", "H"], "xyz": [[-0.833, 0.613, -1.904], [0.122, -1.314, 0.001], [-0.244, 0.883, -0.311], [0.122, -0.144, 0.422], [0.458, -2.086, 0.525], [-0.127, 1.878, -0.201], [0.502, 0.171, 1.468]], "lowdin_charge": [0.605, 0.057, -0.430, -0.492, 0.030, 0.082, 0.148]}

---

8.
{"formula": "CH3ClN2O2", "method": "ωB97M-V/def2-TZVPD", "homo_energy_ev": -9.8320, "homo_lumo_gap_ev": 9.196, "energy_ha": -759.91335, "relative_energy_kcal_mol": 61.5, "elements": ["Cl", "O", "O", "N", "N", "C", "H", "H", "H"], "xyz": [[-0.343, 2.263, -1.203], [1.266, -0.986, -0.950], [2.537, -1.923, 0.349], [1.448, -1.407, 0.296], [-0.455, 0.859, -0.214], [-1.474, 0.565, 0.569], [-2.220, 1.246, 1.105], [-1.296, -0.432, 0.955], [0.537, -0.185, -0.908]], "lowdin_charge": [0.586, -0.087, -0.020, -0.153, -0.527, -0.033, 0.110, 0.071, 0.052]}